The following is a quantum chemistry calculation of a molecular structure, C46H40N7O8P2STl at a distorted geometry, from OMol25.

Computed properties:
Gap between HOMO and LUMO (eV): 6.12
E (eV): -109266.143
Highest occupied orbital energy (eV): -2.241

Geometry as ORCA input:
```
! RIJCOSX wB97M-V def2-TZVPD def2/J DEFGRID3
* xyz -2 1
Tl -1.1347 1.1593 -0.5302
O 3.6895 -0.4885 -1.3147
S 2.3957 -0.8784 -0.6806
C 2.8324 -0.9598 1.0933
C 3.9179 -1.7816 1.4137
C 4.5570 -1.6915 2.6286
C 4.1417 -0.7338 3.5389
C 3.0764 0.0798 3.2288
C 2.3643 -0.0223 2.0220
P 0.9924 1.2556 1.7498
C 0.3412 1.2530 3.4802
C 0.3899 0.0892 4.2449
C -0.0468 0.0768 5.5608
C -0.5635 1.2255 6.1380
C -0.6801 2.3744 5.3703
C -0.2461 2.3837 4.0523
C 2.2575 2.6259 1.7670
C 3.1048 2.6949 0.6587
C 4.0989 3.6569 0.5762
C 4.2779 4.5666 1.6101
C 3.4483 4.5054 2.7197
C 2.4457 3.5459 2.7952
C 2.2275 -2.6698 -0.9848
C 3.3886 -3.4020 -1.2203
C 3.3185 -4.7748 -1.3596
C 2.0833 -5.4137 -1.2759
C 0.9275 -4.6651 -1.1647
C 0.9789 -3.2725 -1.0534
P -0.4910 -2.2087 -1.4104
C -0.6743 -2.9486 -3.1027
C -1.5328 -3.9891 -3.4481
C -1.5813 -4.4609 -4.7525
C -0.7701 -3.9041 -5.7300
C 0.1094 -2.8863 -5.3915
C 0.1587 -2.4166 -4.0879
C -1.8571 -3.0023 -0.4942
C -1.6648 -3.7092 0.6898
C -2.7470 -4.2583 1.3629
C -4.0332 -4.0884 0.8722
C -4.2382 -3.3391 -0.2791
C -3.1584 -2.7898 -0.9519
H 4.2859 -2.4885 0.6894
H 5.3942 -2.3422 2.8507
H 4.6509 -0.6186 4.4885
H 2.7755 0.8337 3.9447
H 0.7438 -0.8275 3.8073
H -0.0032 -0.8469 6.1242
H -0.8986 1.2179 7.1689
H -1.1242 3.2699 5.7880
H -0.3911 3.2691 3.4548
H 3.0050 1.9765 -0.1512
H 4.7324 3.6954 -0.3014
H 5.0625 5.3116 1.5531
H 3.5733 5.2111 3.5330
H 1.8041 3.5184 3.6651
H 4.3260 -2.8690 -1.3195
H 4.2182 -5.3498 -1.5419
H 2.0198 -6.4922 -1.3582
H -0.0371 -5.1558 -1.2075
H -2.1726 -4.4403 -2.7001
H -2.2635 -5.2651 -5.0029
H -0.8244 -4.2606 -6.7514
H 0.7502 -2.4450 -6.1442
H 0.8592 -1.6300 -3.8255
H -0.6686 -3.8060 1.1038
H -2.5841 -4.8025 2.2849
H -4.8772 -4.5155 1.4001
H -5.2420 -3.1648 -0.6454
H -3.3211 -2.1783 -1.8330
N -2.9166 2.8101 -1.1010
C -4.1220 1.9886 -1.2039
C -4.2255 1.0564 -0.0090
O -5.3405 0.7682 0.4438
N -3.0620 0.6061 0.4466
C -3.0318 -0.1705 1.6424
C -1.6987 -0.8785 1.8446
O -1.6211 -1.6546 2.7913
O -0.7386 -0.5968 1.0234
H -2.9373 3.4044 -0.2677
H -2.7900 3.3930 -1.9191
H -4.0459 1.3764 -2.1023
H -5.0434 2.5730 -1.2464
H -3.7905 -0.9581 1.6182
H -3.2212 0.4326 2.5387
N 0.3778 3.4271 -1.1967
C 0.0767 4.8454 -1.0124
C -0.1054 5.1867 0.4635
C -1.2186 4.2945 1.0013
O -2.3792 4.7391 1.0003
O -0.8663 3.1150 1.3120
H 1.1509 3.1691 -0.5920
H 0.6682 3.2100 -2.1487
H -0.8470 5.0801 -1.5493
H 0.8663 5.4816 -1.4341
H -0.3929 6.2331 0.5683
H 0.8313 5.0010 0.9966
O -2.1466 0.3091 -2.6976
N -1.1394 0.8610 -3.3148
C -1.2509 1.1634 -4.6636
C -2.4622 0.8274 -5.2997
N -3.4370 0.5879 -5.8742
C -0.2678 1.8296 -5.4307
N 0.3453 2.3732 -6.2493
O 0.9391 1.5787 -3.1691
N -0.0550 0.9941 -2.6240
*
```


The following is a quantum chemistry calculation of a molecular structure, C46H42AsBCuO3Si at a distorted geometry, from OMol25.

Computed properties:
Gap between HOMO and LUMO (eV): 6.97
E (eV): -168563.045
Highest occupied orbital energy (eV): -4.597

Geometry as ORCA input:
```
! RIJCOSX wB97M-V def2-TZVPD def2/J DEFGRID3
* xyz -1 1
Cu 0.3827 -0.2704 0.8682
C -6.8131 -4.4639 0.8755
C -5.7154 -5.3285 1.5523
C -5.8248 -5.3550 3.0718
C -5.9047 -6.7487 0.9810
C -4.3636 -4.7298 1.1927
C -3.6355 -5.2334 0.1044
C -2.4668 -4.6697 -0.2736
C -2.0725 -3.5380 0.3952
O -0.9300 -2.7765 0.1895
B -0.9648 -1.6860 1.1005
O -2.1093 -1.9024 1.9397
C -2.7089 -3.0358 1.4883
C -3.8498 -3.6919 1.9643
H -7.8278 -4.7887 1.1601
H -6.7478 -4.5820 -0.2216
H -6.6903 -3.4102 1.1042
H -6.6297 -6.0786 3.3399
H -6.0697 -4.3647 3.4574
H -4.9069 -5.7521 3.5541
H -6.9074 -7.1138 1.2820
H -5.1606 -7.4295 1.4913
H -5.8678 -6.8583 -0.0652
H -3.9932 -6.0873 -0.4523
H -1.8710 -5.1438 -1.1391
H -4.3907 -3.4162 2.8313
O 2.1407 0.4089 0.4566
Si 3.5424 0.1740 -0.2667
C 3.9401 1.3791 -1.7557
C 3.0383 2.4475 -1.9425
C 3.3682 3.5941 -2.6542
C 4.6649 3.7015 -3.1771
C 5.5372 2.6423 -3.0767
C 5.1833 1.4892 -2.3942
C 3.7733 -1.5332 -0.9875
C 2.6214 -2.3039 -1.1108
C 2.6272 -3.4691 -1.8463
C 3.7618 -3.8861 -2.5070
C 4.9459 -3.2068 -2.3327
C 4.9471 -2.0322 -1.5730
C 5.0831 0.5544 0.7818
C 5.5459 1.8392 1.0482
C 6.7371 2.1116 1.7641
C 7.5355 1.0048 2.1264
C 7.0788 -0.2890 1.9191
C 5.8753 -0.5121 1.2432
H 2.0886 2.4054 -1.4675
H 2.7281 4.4415 -2.7009
H 4.9089 4.6321 -3.7009
H 6.5315 2.6818 -3.5614
H 5.8763 0.6185 -2.2926
H 1.7654 -1.9704 -0.5680
H 1.6851 -3.9969 -2.0251
H 3.6959 -4.7499 -3.0986
H 5.8521 -3.6034 -2.7693
H 5.8715 -1.4406 -1.4281
H 5.0815 2.7027 0.5555
H 7.0399 3.1330 1.9098
H 8.5260 1.1837 2.5861
H 7.6813 -1.1392 2.1943
H 5.5852 -1.5469 1.1416
C -0.4659 2.5766 -3.9291
C -0.4571 3.7447 -3.1474
C -0.3527 3.6623 -1.7555
C -0.4030 2.4248 -1.0994
C -0.5445 1.2994 -1.8937
C -0.5632 1.3456 -3.2936
As -0.5637 2.3075 0.8197
C -2.4952 2.0096 0.8457
C -3.3368 2.0954 -0.2779
C -4.6805 1.8182 -0.1470
C -5.1799 1.3779 1.0904
C -4.3073 1.2214 2.1973
C -2.9379 1.4914 2.0478
C -0.5344 4.1942 1.2444
C 0.7632 4.6682 1.4984
C 0.9993 5.9820 1.8393
C -0.0388 6.8975 1.9096
C -1.3229 6.4467 1.7458
C -1.5414 5.1075 1.3797
H -0.4667 2.6758 -5.0042
H -0.4282 4.7413 -3.6196
H -0.2222 4.5981 -1.2183
H -0.6311 0.3357 -1.4190
H -0.5408 0.3799 -3.8119
H -2.9288 2.4871 -1.2145
H -5.3979 1.8092 -0.9262
H -6.2462 1.1243 1.1137
H -4.7945 0.8240 3.0401
H -2.2592 1.2410 2.8385
H 1.6211 3.9408 1.4920
H 1.9895 6.3231 2.0232
H 0.1934 7.9205 2.1324
H -2.1588 7.1361 2.0335
H -2.5929 4.7818 1.1841
*
```


The following is a quantum chemistry calculation of a molecular structure, C46H42BrN8O2P3W at a distorted geometry, from OMol25.

Computed properties:
Gap between HOMO and LUMO (alpha / beta) (eV): 7.42 / 5.48
E (eV): -164121.429
Highest occupied orbital energy (alpha / beta) (eV): -12.702 / -12.771

Geometry as ORCA input:
```
! RIJCOSX wB97M-V def2-TZVPD def2/J DEFGRID3
* xyz 2 3
W -0.0144 -0.6175 -0.1526
C 3.3358 0.1201 0.3853
P 2.3884 -1.4168 0.0575
C 3.2543 -2.0515 -1.4347
C 4.5861 -2.4379 -1.2669
C 5.3248 -2.9048 -2.3410
C 4.7416 -3.0059 -3.5965
C 3.4243 -2.6191 -3.7769
C 2.6863 -2.1376 -2.7037
C 2.8527 -2.7040 1.2616
C 2.2255 -3.9419 1.1211
C 2.6183 -5.0191 1.8981
C 3.6293 -4.8610 2.8351
C 4.2387 -3.6241 2.9969
C 3.8551 -2.5460 2.2137
C 2.4010 1.1876 0.8498
C 2.7146 2.3871 1.4342
C 1.4907 3.0472 1.7012
C 0.4872 2.2219 1.2669
C -0.9837 2.4723 1.2974
P -1.8186 0.9531 0.7003
C -3.2144 1.6253 -0.2700
C -3.6617 1.0912 -1.4780
C -4.7988 1.6071 -2.0876
C -5.4929 2.6534 -1.5018
C -5.0423 3.1999 -0.3059
C -3.9126 2.6891 0.3081
C -2.7009 0.2922 2.1527
C -3.8822 -0.4223 1.9452
C -4.5800 -0.9410 3.0238
C -4.1154 -0.7346 4.3159
C -2.9424 -0.0231 4.5251
C -2.2272 0.4810 3.4495
N 1.0241 1.0568 0.7299
H 3.8113 0.3892 -0.5607
H 4.1364 -0.0328 1.1064
H 5.0483 -2.3854 -0.2902
H 6.3543 -3.2006 -2.1908
H 5.3138 -3.3939 -4.4285
H 2.9575 -2.7051 -4.7502
H 1.6554 -1.8559 -2.8617
H 1.4485 -4.0809 0.3813
H 2.1434 -5.9809 1.7527
H 3.9504 -5.7032 3.4332
H 5.0219 -3.4933 3.7318
H 4.3454 -1.5928 2.3594
H 3.7046 2.7472 1.6660
H 1.3660 4.0125 2.1669
H -1.2565 3.2999 0.6380
H -1.3189 2.7485 2.2968
H -3.1619 0.2452 -1.9229
H -5.1526 1.1678 -3.0114
H -6.3933 3.0325 -1.9667
H -5.5816 4.0171 0.1540
H -3.5859 3.1049 1.2539
H -4.2727 -0.5462 0.9414
H -5.4935 -1.4963 2.8558
H -4.6765 -1.1110 5.1608
H -2.5828 0.1471 5.5317
H -1.3053 1.0183 3.6336
Br 1.0007 -0.8949 3.2635
C -0.2340 -2.1581 2.6133
C -0.6294 -3.2158 3.4052
C -1.6151 -4.0679 2.9314
C -2.2139 -3.7839 1.7111
C -1.7557 -2.7133 0.9823
N -0.7316 -1.9193 1.3872
C -2.4643 -2.2639 -0.2801
O -3.4324 -2.8415 -0.6928
O -1.9500 -1.1682 -0.7868
H -0.1760 -3.3563 4.3751
H -1.9344 -4.9149 3.5233
H -3.0342 -4.3609 1.3075
N 0.1838 -2.3653 -1.1763
C 0.1396 -3.4198 -1.6887
C 0.1485 -4.6309 -2.2870
C -0.2584 -4.7368 -3.6431
N -0.5395 -4.7587 -4.7592
C 0.6185 -5.7326 -1.5227
N 1.0103 -6.5615 -0.8257
C -0.9213 2.7470 -4.2407
N 0.0260 3.3152 -3.1685
C 1.4443 3.3472 -3.7456
N 1.8165 2.0585 -4.2065
C 0.8908 1.5823 -5.2326
N -0.4613 1.4855 -4.6940
C -0.6039 0.4094 -3.7236
P 0.4629 0.6958 -2.2154
C -0.0244 2.4861 -1.9334
C 2.0527 1.0885 -3.1527
H -0.9386 3.4687 -5.0576
H -1.9137 2.6697 -3.7950
H -0.2559 4.2720 -2.9477
H 2.1127 3.6947 -2.9579
H 1.4396 4.0634 -4.5675
H 1.2126 0.6056 -5.5896
H 0.8991 2.2757 -6.0742
H -0.3135 -0.5335 -4.1922
H -1.6482 0.3089 -3.4241
H 0.6355 2.9123 -1.1729
H -1.0482 2.5013 -1.5544
H 2.4490 0.1744 -3.5921
H 2.7991 1.4727 -2.4539
*
```